90
Properties=species:S:1:pos:R:3 method="wB97M-V/def2-TZVPD" homo_lumo_gap_ev=6.14 mol_weight_g_mol=613.847 homo_energy_ev=-10.5 e_above_lowest_kcal_mol=0.0 e_lumo_ev=-4.358 total_charge=+1 total_energy_ha=-2795.8758
C 6.46099 -1.38734 3.08452
C 6.83404 -2.95747 2.99774
C 5.79822 -3.82194 2.08759
C 4.37420 -3.11799 1.86296
C 4.32781 -2.12954 0.56861
C 3.22227 -0.98299 0.93638
C 3.53605 0.34301 0.04096
C 2.18522 1.12608 -0.39672
C 1.26600 1.87363 0.67616
P 1.84623 1.73112 2.48296
O 1.42462 0.23178 3.17938
O 3.48461 2.16000 2.68998
C -0.04150 2.66288 0.27541
C -0.78077 3.36149 1.49098
C -1.50692 2.20693 2.35486
C -3.10262 2.34643 2.49040
S -3.83959 1.16058 1.23536
C -5.24835 0.23398 1.97264
S -5.64767 0.40924 3.60902
N -6.01164 -0.63106 1.04291
C -6.07779 -2.04717 1.50282
C -4.83110 -2.92513 0.90942
C -7.34822 -0.05722 0.69446
C -7.58360 -0.39659 -0.88660
C -0.42983 2.64165 -1.22890
C -1.72676 3.32337 -1.72228
C -2.84417 4.06655 -0.87414
C -2.39189 5.63982 -0.79194
N -2.02026 3.30299 -3.15681
C -1.20428 2.65705 -4.16304
C 0.07988 1.90469 -3.79480
C 0.50213 1.90726 -2.28647
C 1.81705 1.14163 -1.90171
C 2.60691 0.42806 -3.08634
O 1.80634 -0.74544 -3.45069
C 2.52770 -1.60493 -4.36541
O 1.72855 -2.81943 -4.48404
C 1.64325 -3.49154 -3.20393
C 0.18807 -3.46643 -2.51956
O -0.63553 -2.32481 -2.86892
H 7.25056 -0.89894 3.77924
H 6.54247 -0.85167 2.07174
H 5.44654 -1.19806 3.60872
H 6.87445 -3.33180 4.09420
H 7.90858 -3.11266 2.59841
H 6.31293 -4.14380 1.10834
H 5.61974 -4.80044 2.68099
H 3.62734 -3.96784 1.61225
H 3.98591 -2.62876 2.81736
H 5.34424 -1.59660 0.42895
H 4.05003 -2.71519 -0.37823
H 3.48437 -0.67716 2.02279
H 2.14809 -1.34742 0.81821
H 4.29346 1.05308 0.55461
H 4.11042 -0.05997 -0.88120
H 1.53009 0.28687 4.15471
H 4.04306 1.33721 2.76646
H -1.41196 4.27780 1.26691
H 0.05849 3.76836 2.18485
H -1.27227 1.19820 1.85234
H -1.07315 2.14065 3.42623
H -3.44576 3.40257 2.19805
H -3.40853 2.11912 3.56570
H -7.01555 -2.50555 0.99796
H -6.22703 -2.18897 2.62622
H -4.26189 -3.45830 1.74783
H -4.18537 -2.19510 0.30706
H -5.19392 -3.73050 0.16571
H -7.25555 1.08487 0.74213
H -8.17687 -0.48884 1.35064
H -7.07430 -1.37265 -1.19489
H -8.70718 -0.47401 -1.13641
H -7.16187 0.43736 -1.54993
H -3.84548 4.08000 -1.45694
H -3.05847 3.63039 0.15287
H -2.66790 6.09182 0.23560
H -1.23415 5.69568 -0.83227
H -2.77730 6.25304 -1.67412
H -2.88231 3.75567 -3.52365
H -1.53686 2.66793 -5.26464
H 0.65002 1.39376 -4.64448
H 3.70070 0.18590 -2.87203
H 2.61451 1.08700 -4.04299
H 2.49103 -1.12524 -5.42077
H 3.59879 -1.80993 -4.01651
H 1.90042 -4.60444 -3.40678
H 2.40907 -3.10500 -2.44838
H 0.35778 -3.40522 -1.37167
H -0.41660 -4.44201 -2.66953
H -0.45050 -1.66433 -2.15481